No. 1
C37H44BaIN6O4S2Si | the ωB97M-V functional and the def2-TZVPD basis

The HOMO energy is -0.1342 Ha. As for the net charge: -1.

CARTESIAN COORDINATES (ANGSTROEM)
Ba 0.742 -2.248 -0.935
C -3.924 -0.989 -5.586
C -2.704 -1.467 -4.851
C -1.416 -1.121 -5.276
C -0.379 -1.608 -4.509
N -0.575 -2.370 -3.438
C -1.850 -2.681 -3.095
S -2.093 -3.680 -1.716
N -2.921 -2.226 -3.792
H -3.672 -0.275 -6.369
H -4.616 -0.530 -4.880
H -4.437 -1.841 -6.034
H -1.244 -0.507 -6.148
H 0.659 -1.381 -4.732
C -1.041 -0.676 4.760
C -1.439 -2.138 4.595
C -1.001 -2.710 3.252
N -1.723 -2.111 2.141
C -2.846 -2.604 1.617
S -3.551 -4.051 1.994
N -3.419 -1.772 0.623
C -3.560 -0.415 0.639
O -3.700 0.225 -0.390
C -3.634 0.267 1.974
C -4.290 -0.310 3.056
C -4.397 0.388 4.250
C -3.831 1.650 4.372
C -3.169 2.224 3.294
C -3.087 1.539 2.092
H -1.420 -0.258 5.695
H -1.434 -0.059 3.948
H 0.046 -0.572 4.761
H -2.523 -2.255 4.687
H -0.988 -2.742 5.387
H -1.163 -3.786 3.213
H 0.063 -2.523 3.084
H -1.351 -1.261 1.733
H -3.425 -2.191 -0.313
H -4.717 -1.301 2.956
H -4.913 -0.056 5.091
H -3.900 2.185 5.311
H -2.715 3.203 3.388
H -2.604 1.977 1.228
C 1.162 3.464 -1.622
N -0.081 2.739 -1.358
N -0.017 1.893 -0.252
C -0.611 0.693 -0.543
O -0.693 -0.252 0.266
C -1.039 0.781 -1.908
C -0.651 1.991 -2.370
C -0.727 2.518 -3.758
C 0.257 2.398 1.041
C -0.174 3.673 1.395
C 0.086 4.149 2.670
C 0.751 3.351 3.593
C 1.174 2.081 3.228
C 0.941 1.600 1.948
H 1.393 4.108 -0.777
H 1.010 4.086 -2.501
H 1.979 2.760 -1.792
H -1.614 0.036 -2.433
H -1.364 1.864 -4.350
H 0.264 2.533 -4.219
H -1.133 3.530 -3.783
H -0.720 4.271 0.676
H -0.245 5.141 2.949
H 0.944 3.721 4.591
H 1.705 1.453 3.931
H 1.289 0.620 1.650
I 5.922 3.381 -6.504
C 4.877 2.107 -5.222
C 4.789 2.419 -3.873
C 4.078 1.579 -3.030
C 3.471 0.430 -3.522
C 3.594 0.117 -4.869
C 4.286 0.960 -5.728
C 2.665 -0.458 -2.603
O 2.214 0.060 -1.549
O 2.461 -1.646 -2.955
H 5.271 3.306 -3.484
H 3.991 1.798 -1.974
H 3.147 -0.798 -5.234
H 4.367 0.719 -6.780
C 2.921 -1.251 3.131
Si 2.796 -2.737 1.898
C 2.700 -4.187 3.163
C 4.655 -2.881 1.412
H 3.648 -1.481 3.920
H 1.965 -1.029 3.616
H 3.255 -0.339 2.626
H 3.498 -4.092 3.910
H 2.832 -5.149 2.658
H 1.748 -4.240 3.700
H 5.286 -2.901 2.310
H 4.983 -2.041 0.791
H 4.853 -3.796 0.846

=====

No. 2
C37H44BaN9O9PS4Te | the ωB97M-V functional and the def2-TZVPD basis

The HOMO energy (alpha / beta) is -0.0757 / -0.0253 Ha. As for the net charge: -2.

CARTESIAN COORDINATES (ANGSTROEM)
Ba 0.383 0.609 -1.000
C -2.473 3.708 -0.878
N -2.133 2.477 -0.154
C -2.042 2.690 1.287
C -0.866 3.537 1.706
C -1.015 4.506 2.695
C 0.088 5.251 3.076
C 1.298 5.031 2.439
C 1.353 4.042 1.465
N 0.308 3.298 1.123
C -3.130 1.414 -0.362
C -3.423 0.907 -1.760
C -3.799 -0.437 -1.843
C -4.190 -0.944 -3.063
C -4.147 -0.118 -4.180
C -3.732 1.187 -4.004
N -3.416 1.707 -2.820
C -1.258 4.532 -1.223
C -0.992 5.755 -0.614
C 0.175 6.426 -0.936
C 1.027 5.875 -1.879
C 0.647 4.682 -2.481
N -0.464 4.026 -2.168
H -3.178 4.322 -0.293
H -2.913 3.401 -1.822
H -1.908 1.718 1.782
H -2.970 3.145 1.671
H -1.985 4.662 3.149
H -0.002 6.006 3.849
H 2.183 5.601 2.685
H 2.259 3.845 0.900
H -4.104 1.729 0.059
H -2.790 0.557 0.222
H -3.729 -1.073 -0.968
H -4.497 -1.978 -3.147
H -4.412 -0.482 -5.165
H -3.661 1.863 -4.851
H -1.677 6.145 0.127
H 0.417 7.366 -0.454
H 1.966 6.341 -2.144
H 1.265 4.236 -3.251
O -0.018 -1.886 1.926
S 0.042 -1.939 0.491
O 0.309 -3.240 -0.073
O 1.440 -1.075 0.179
O -1.023 -1.090 -0.208
N 1.972 -6.736 4.638
C 0.981 -5.882 4.100
C 0.106 -6.347 3.120
C -0.907 -5.536 2.647
C -1.063 -4.240 3.130
C -0.172 -3.762 4.070
C 0.836 -4.583 4.560
S -2.484 -3.403 2.424
O -3.599 -4.259 2.838
O -2.274 -3.439 0.985
N -2.786 -1.946 2.872
C -2.318 -1.126 3.809
S -2.378 -1.524 5.529
C -1.733 0.018 5.924
C -1.587 0.735 4.780
N -1.937 0.121 3.609
H 2.308 -7.413 3.970
H 2.741 -6.227 5.045
H 0.224 -7.352 2.726
H -1.583 -5.894 1.883
H -0.208 -2.732 4.384
H 1.527 -4.194 5.302
H -1.477 0.306 6.931
H -1.179 1.737 4.730
C 6.129 2.002 2.132
C 5.631 1.182 0.994
C 6.361 0.342 0.203
C 5.766 -0.166 -0.968
N 4.652 0.447 -1.496
C 3.987 1.273 -0.741
S 2.884 2.466 -1.316
N 4.280 1.314 0.645
C 6.446 -1.184 -1.832
H 7.195 1.835 2.287
H 5.605 1.765 3.065
H 5.971 3.070 1.939
H 7.395 0.122 0.443
H 3.761 2.038 1.117
H 7.532 -1.039 -1.842
H 6.073 -1.096 -2.853
H 6.261 -2.210 -1.495
C -2.894 -4.493 -2.258
C -1.515 -3.962 -2.558
O -1.635 -2.539 -2.763
P -0.347 -1.609 -2.856
O -0.792 -0.167 -3.097
Te 2.115 -1.786 -2.055
O 0.227 -2.180 -4.289
C -0.494 -1.833 -5.475
C 0.089 -0.592 -6.118
H -2.848 -5.576 -2.127
H -3.589 -4.268 -3.072
H -3.261 -4.049 -1.332
H -1.086 -4.401 -3.463
H -0.847 -4.142 -1.715
H -1.549 -1.674 -5.233
H -0.428 -2.695 -6.143
H -0.049 0.264 -5.459
H -0.410 -0.393 -7.071
H 1.157 -0.722 -6.297